--- one ---
24
Properties=species:S:1:pos:R:3:mulliken_charge:R:1 method="wB97M-V/def2-TZVPD" charge=+1 gap_ev="8.6 / 6.5" lumo_energy_ev="-3.1 / -4.3"
N 1.75792 -1.33093 -0.92993 -0.17
N 1.75255 0.44046 2.24576 -0.69
N 0.25888 -1.24195 2.12166 -0.56
N 1.22235 -0.50586 1.46451 0.32
C -0.40497 1.62638 -0.46743 -0.73
C -2.78637 1.01824 -0.86678 -0.58
C 1.38726 0.09385 -1.04824 -0.93
C -0.10418 0.37981 -1.03850 1.48
C -2.38614 -0.19283 -1.42200 -0.59
C -1.03744 -0.55697 -1.51053 -0.64
C -1.78056 1.85452 -0.32325 -0.25
H -3.83496 1.27256 -0.62397 0.36
H 1.14806 -1.96599 -1.50256 0.35
H 2.64929 -1.59074 -1.38827 0.40
H -0.61367 -1.48547 -1.77427 0.33
H -2.13640 2.66535 0.37653 0.31
H 1.30496 0.49272 3.12889 0.20
H -0.13352 -1.73704 1.36178 0.23
H 2.08254 0.87296 -0.95685 0.48
H 0.35937 2.35618 -0.18816 0.35
H -0.26748 -0.81016 2.87484 0.27
H 2.77231 0.67019 2.27331 0.23
H -3.05824 -0.76513 -1.91894 0.49
H 1.84844 -1.56014 0.11241 0.36

=====

--- two ---
24
Properties=species:S:1:pos:R:3:mulliken_charge:R:1 method="wB97M-V/def2-TZVPD" charge=+1 gap_ev=8.9 lumo_energy_ev=-3.4
N -3.07444 1.44504 0.71540 -0.43
N 0.28772 -1.10902 -1.00034 -0.17
N 1.66701 -1.22918 -0.57699 -0.50
N 1.22114 1.40569 1.03686 -0.06
C -0.04600 0.71969 1.06786 -1.14
C 1.09621 1.57753 -0.53833 -0.91
C -0.60000 -1.73448 -0.18621 0.02
C -1.41380 1.01392 -1.16120 -0.90
C -0.18666 0.70842 -0.40090 1.07
C -0.41745 -2.75321 0.68637 -0.94
C -2.36581 1.19936 -0.13952 0.42
H -0.81167 1.35674 1.49101 0.60
H -1.72619 0.19205 -1.84459 0.34
H 2.05553 0.79854 1.30528 0.38
H -1.20764 -2.89370 1.40986 0.27
H -1.62393 -1.27007 -0.22296 0.21
H -0.03113 -0.35522 1.33474 0.38
H 1.80776 -2.10616 -0.02654 0.24
H 0.39359 -3.33759 0.75044 0.36
H 2.18911 -1.40568 -1.38477 0.26
H 1.25830 2.35110 1.49230 0.38
H 1.84503 0.90970 -1.07781 0.32
H 1.00930 2.58148 -0.89945 0.44
H -1.32596 1.93504 -1.83051 0.35

=====

one is preferred energetically. Next in line: 11.0 kcal/mol higher.

=====

--- one ---
17
Properties=species:S:1:pos:R:3:mulliken_charge:R:1 method="wB97M-V/def2-TZVPD" gap_ev=10.1 lumo_energy_ev=1.2 smiles=CCN1C[C@H]1C
N -0.07089 -0.77480 -0.50558 -0.36
C -1.85225 0.83609 0.40987 -1.12
C -1.48255 -0.38069 -0.44641 -0.34
C 0.57395 -1.16447 0.73320 -0.51
C 2.21222 0.32276 -0.71245 -1.43
C 0.93670 0.10252 0.05452 0.44
H 0.56229 0.99555 0.55084 0.28
H -0.00053 -1.09063 1.65833 0.25
H -1.35004 0.84507 1.38060 0.32
H -1.59896 1.76646 -0.10189 0.31
H 2.97931 0.74288 -0.05358 0.34
H -2.03931 -1.25885 -0.10709 0.35
H 1.22595 -2.03506 0.67166 0.25
H -2.92739 0.85651 0.61142 0.34
H 2.04050 1.03157 -1.52742 0.28
H -1.79656 -0.18553 -1.47667 0.27
H 2.58757 -0.60938 -1.13935 0.34

=====

--- two ---
17
Properties=species:S:1:pos:R:3:mulliken_charge:R:1 method="wB97M-V/def2-TZVPD" gap_ev=7.3 lumo_energy_ev=1.0
N 1.10072 -0.48330 0.53998 0.14
C 2.01565 -1.20139 1.20504 -0.41
C 1.63891 0.38609 -0.51985 -1.05
C -1.25746 -0.07435 -0.25031 -0.42
C -2.18065 1.03177 0.28201 -1.08
C -0.21845 -0.52231 0.73456 -0.29
H -2.99958 1.23663 -0.41904 0.34
H -0.79760 0.25792 -1.18853 0.29
H -0.52955 -1.11006 1.59435 0.29
H 1.66326 -1.94035 1.91162 0.20
H -1.88109 -0.93951 -0.52786 0.28
H -2.62133 0.73921 1.24274 0.30
H -1.62750 1.96479 0.44269 0.27
H 1.04682 1.30013 -0.58382 0.36
H 1.62813 -0.14167 -1.47684 0.33
H 3.04869 -0.89031 1.17462 0.14
H 2.66709 0.64178 -0.26294 0.30

=====

--- three ---
17
Properties=species:S:1:pos:R:3:mulliken_charge:R:1 method="wB97M-V/def2-TZVPD" gap_ev="8.1 / 8.1" lumo_energy_ev="1.0 / 1.0"
N 0.72973 -0.19527 -0.01851 0.22
C -1.02018 0.67007 -1.41522 -1.15
C -1.48925 -0.97062 0.55139 -1.17
C 1.71339 -0.84575 0.81352 -0.52
C 2.01035 0.24741 -0.17063 -0.49
C -0.53061 -0.17237 -0.27715 0.64
H 0.94551 2.13902 0.85684 -0.16
H -1.26277 0.06203 -2.29728 0.29
H -0.26079 1.40454 -1.70196 0.31
H -1.99476 -1.73818 -0.04877 0.29
H 2.51555 0.09087 -1.11991 0.16
H -1.93339 1.20390 -1.12734 0.33
H -2.27086 -0.32166 0.96624 0.31
H 0.29999 2.40967 1.13272 0.11
H -0.97384 -1.46752 1.37874 0.31
H 1.69843 -0.60230 1.87821 0.22
H 1.82351 -1.91384 0.59909 0.28

=====

--- four ---
17
Properties=species:S:1:pos:R:3:mulliken_charge:R:1 method="wB97M-V/def2-TZVPD" gap_ev=8.5 lumo_energy_ev=1.0
N -1.21428 -0.52539 0.30609 -0.17
C 1.19405 -0.46544 -0.11406 -0.33
C -2.09996 -0.54267 -1.07965 -0.50
C -0.00563 0.27662 0.45410 -0.61
C 2.47811 0.35188 -0.02421 -1.25
C -2.53599 0.09708 0.18527 -0.32
H 0.17677 0.55751 1.50391 0.30
H 1.31568 -1.41052 0.43240 0.31
H 0.97483 -0.72448 -1.15648 0.32
H -0.17836 1.20466 -0.10579 0.34
H -3.32112 -0.33224 0.81087 0.22
H -1.57250 0.21377 -1.68054 0.09
H 3.31940 -0.19706 -0.45744 0.35
H -2.43789 1.17555 0.34117 0.18
H 2.38279 1.29920 -0.56711 0.33
H -1.15005 -1.52905 0.26671 0.43
H 2.73036 0.58628 1.01636 0.32

=====

one is preferred energetically. Next in line: 28.2 kcal/mol higher.

=====

--- one ---
17
Properties=species:S:1:pos:R:3:mulliken_charge:R:1 method="wB97M-V/def2-TZVPD" gap_ev=10.2 lumo_energy_ev=1.1 smiles=CC(C)N1CC1
N 0.82845 -0.62683 0.66995 -0.36
C 1.60894 -0.64437 -0.55277 -0.21
C -0.53341 -0.14488 0.57924 0.33
C -0.78217 1.39801 -0.19683 -1.31
C 1.76480 0.44330 0.44750 -0.37
C -1.43239 -1.24355 -0.02636 -1.24
H -0.96046 -1.69469 -0.90900 0.32
H 2.32106 -1.46580 -0.61213 0.24
H -0.84030 0.01926 1.62250 0.28
H -0.09650 2.22737 -0.53812 0.42
H 2.62419 0.54157 1.10364 0.26
H -1.41657 1.94663 0.50297 0.32
H -1.32394 1.18357 -1.11358 0.35
H -1.67245 -2.07598 0.65592 0.32
H 1.17046 1.32163 0.18558 0.06
H -2.37833 -0.79376 -0.32557 0.37
H 1.11862 -0.39149 -1.49293 0.22

=====

--- two ---
17
Properties=species:S:1:pos:R:3:mulliken_charge:R:1 method="wB97M-V/def2-TZVPD" gap_ev=7.8 lumo_energy_ev=0.9
N 0.07137 0.48375 -0.10879 0.43
C -0.52644 1.67649 -0.70976 -1.02
C 1.22802 -0.02986 -0.85102 -1.00
C -1.00733 -0.34855 0.66895 -0.22
C -0.84102 -1.83284 0.46975 -1.00
C 0.11312 0.32441 1.35923 -0.70
H 1.02028 -0.21566 1.66710 0.26
H 0.24075 2.32998 -1.13960 0.44
H 2.14393 0.43341 -0.47229 0.31
H -0.02789 1.24490 1.93051 0.23
H -1.10159 2.20938 0.04447 0.32
H -1.44918 -2.33548 1.23155 0.33
H 1.11213 0.22438 -1.90671 0.41
H -1.21476 1.34349 -1.49044 0.32
H 0.18399 -2.25043 0.56170 0.29
H -1.24569 -2.14262 -0.50240 0.27
H 1.30031 -1.11473 -0.75225 0.33

=====

--- three ---
17
Properties=species:S:1:pos:R:3:mulliken_charge:R:1 method="wB97M-V/def2-TZVPD" gap_ev=9.2 lumo_energy_ev=1.1 smiles="C=C(N)CCC"
N -0.74903 -1.72484 0.63527 -0.44
C 0.87277 0.02342 -0.03854 -0.95
C 0.24559 -0.82645 1.10305 0.57
C -0.16926 1.18907 -0.44364 -0.36
C 0.45985 -0.56592 2.36579 -1.02
C -0.39520 0.96533 -2.06693 -1.13
H 1.17330 -0.56324 -0.88679 0.47
H -1.54903 0.96227 -2.26880 0.26
H -1.10008 -1.81804 -0.31952 0.17
H 0.38368 2.20464 -0.55362 0.21
H 1.75229 0.58485 0.27314 0.36
H -1.29738 -2.27018 1.28754 0.17
H 0.15958 1.72032 -2.48518 0.39
H 1.33678 0.01052 2.54100 0.27
H -0.23352 -0.00519 -2.64745 0.33
H -1.04504 1.22007 0.23907 0.38
H 0.15470 -1.10662 3.26560 0.31

=====

three is preferred energetically. Next in line: 9.6 kcal/mol higher.